(1)
ORCA calculation (ωB97M-V/def2-TZVPD) on a 2-piece molecular cluster, C5H11NO overall.

XYZ file:
```
18
Properties=species:S:1:pos:R:3:forces:R:3
C -2.242 1.022 0.363 0.043 2.178 -1.065
N -0.089 0.970 2.428 -0.982 2.135 0.314
C -0.480 -0.142 1.625 3.104 -0.216 0.782
C -1.125 0.067 0.421 0.878 -3.670 -1.657
C -1.118 -1.170 -0.476 0.673 2.080 -0.475
C -1.941 -1.411 -1.558 -1.630 1.625 0.338
H -2.065 2.113 0.716 0.285 -1.683 -0.659
H -2.624 1.084 -0.690 -0.097 -0.018 1.090
H -2.942 0.659 1.081 -1.481 -0.276 0.327
H 0.071 1.921 2.028 -0.177 -1.115 -0.139
H 0.588 0.804 3.130 0.486 -0.407 0.486
H 0.412 -0.849 1.665 -1.519 0.110 -0.500
H -0.202 -1.859 -0.457 -1.407 0.902 0.743
H -1.946 -2.347 -2.087 0.272 -0.176 -0.251
H -2.801 -0.676 -1.849 1.537 -1.470 0.663
H 6.812 0.281 -1.850 -1.822 -0.665 0.706
H 5.803 -0.346 -2.703 -0.728 -0.478 -0.875
O 5.887 -0.123 -1.786 2.566 1.144 0.171
```
Positions in Å, forces in eV/Å.

electronic energy = -8897.4412 eV
spin multiplicity = 2
total charge = -1
M = 101.1 g mol⁻¹
relative energy (zero: lowest compared OMol25 entry of this formula, charge and spin) = 2.721 eV

***

(2)
ORCA calculation (ωB97M-V/def2-TZVPD) on a 15-piece molecular cluster, C39H111BIN3O19P overall.

XYZ file:
```
175
Properties=species:S:1:pos:R:3:forces:R:3
C 2.383 3.396 3.827 1.382 1.416 -0.149
O 2.782 2.037 4.227 -2.331 0.308 -0.238
C 1.632 1.129 4.354 -1.880 0.188 -0.388
C 1.557 -0.030 3.184 1.266 -0.342 0.026
C 1.777 0.525 1.656 -0.314 0.203 -0.726
C 0.533 1.555 1.219 1.252 -1.543 0.119
C -0.743 0.594 0.873 0.984 -0.931 -0.502
N -2.077 1.050 1.402 -1.140 -0.108 2.487
C -2.269 2.545 1.364 0.012 1.332 1.271
C -3.832 3.035 1.674 0.554 0.574 -1.153
C -3.858 4.378 2.635 0.100 -0.022 -0.203
O -4.389 3.393 0.327 2.004 1.062 1.580
C -2.446 0.429 2.728 -1.008 -1.957 -0.309
N -1.785 0.731 4.055 -2.204 0.403 -2.392
P -2.741 1.834 5.078 -1.096 -2.764 6.138
O -3.066 1.162 6.507 1.391 2.083 -4.965
N -3.457 -0.541 2.686 3.373 2.877 -0.958
I -4.181 -1.576 4.315 -0.206 -0.027 0.506
B -4.082 -0.865 1.307 -0.590 -0.429 -3.986
O -5.474 -0.461 1.028 2.879 -1.532 2.423
O -3.269 -1.533 0.246 -2.055 3.254 2.640
C -3.532 -0.928 -1.079 -0.482 -0.606 -2.365
H 3.270 4.115 4.176 -1.892 -1.687 -0.690
H 2.340 3.536 2.643 -0.232 -0.532 2.467
H 1.420 3.806 4.364 1.670 -1.102 -1.094
H 0.636 1.773 4.242 2.029 -1.245 0.303
H 1.555 0.649 5.442 0.603 0.927 -2.360
H 0.533 -0.613 3.224 1.935 1.206 0.135
H 2.412 -0.816 3.439 -1.860 1.584 -0.687
H 1.748 -0.362 0.858 0.140 1.713 1.927
H 2.824 1.060 1.488 -2.267 -1.081 0.707
H 0.396 2.272 2.132 -0.038 -1.182 -2.078
H 0.867 2.075 0.224 -0.774 -0.583 2.169
H -0.852 0.506 -0.307 0.135 0.137 2.509
H -0.580 -0.518 1.278 -0.262 2.443 -0.938
H -1.617 3.098 2.198 -1.018 -1.236 -1.782
H -1.880 2.921 0.304 -1.028 -0.895 2.314
H -4.518 2.179 2.078 1.372 1.533 -0.792
H -2.964 4.436 3.400 -1.673 -0.277 -1.522
H -4.857 4.443 3.263 1.999 0.005 -1.557
H -3.733 5.305 1.904 -0.452 -1.869 1.739
H -3.746 4.127 0.023 -1.691 -1.636 0.456
H -1.475 -0.133 4.556 -0.655 0.906 -0.291
H -1.991 3.045 5.345 -0.425 -0.757 -0.952
H -4.046 2.106 4.489 1.417 -0.008 -0.421
H -6.012 -0.568 1.865 0.691 0.494 -1.327
H -4.319 -1.650 -1.611 1.502 1.930 1.075
H -3.896 0.184 -1.042 0.483 -2.202 0.185
H -2.572 -0.943 -1.789 -1.810 -0.087 2.104
C 0.236 -3.457 -3.442 0.202 -0.124 -0.026
C -0.611 -2.595 -2.529 0.116 -0.313 -0.398
O -0.314 -1.223 -2.744 -0.181 0.651 -0.085
H 1.301 -3.280 -3.259 -0.176 -0.105 0.136
H 0.022 -4.518 -3.286 0.047 0.079 -0.081
H 0.048 -3.210 -4.492 -0.149 -0.093 0.058
H -0.404 -2.829 -1.481 -0.002 0.219 -0.093
H -1.678 -2.756 -2.715 -0.037 -0.216 0.078
H -0.509 -1.023 -3.676 0.168 -0.109 0.457
C 3.549 5.209 -0.206 0.194 -0.070 -0.101
C 2.407 6.134 -0.573 0.249 -0.195 0.022
O 1.276 5.854 0.239 -0.479 0.014 0.566
H 3.255 4.163 -0.337 0.011 0.134 -0.097
H 4.428 5.409 -0.826 -0.071 -0.058 0.087
H 3.825 5.333 0.846 0.063 0.092 -0.053
H 2.120 5.991 -1.619 -0.069 0.046 0.267
H 2.690 7.182 -0.433 0.113 0.045 -0.140
H 1.540 5.992 1.165 -0.139 -0.055 -0.496
C 4.980 -3.384 -3.848 0.129 0.106 -0.123
C 4.413 -2.651 -2.650 0.184 -0.464 -0.148
O 3.481 -3.480 -1.971 -0.197 -0.197 0.439
H 4.180 -3.674 -4.536 0.039 0.106 0.079
H 5.698 -2.757 -4.385 -0.142 -0.315 0.071
H 5.482 -4.306 -3.537 0.017 0.111 0.024
H 3.894 -1.742 -2.968 -0.104 -0.132 0.164
H 5.207 -2.369 -1.951 0.102 0.175 -0.091
H 3.954 -4.281 -1.686 -0.251 0.297 -0.197
C -7.062 -1.027 -3.596 -0.073 0.188 0.071
C -6.783 -1.787 -4.876 -0.128 -0.066 0.265
O -5.819 -2.802 -4.637 0.180 -0.373 0.201
H -6.143 -0.576 -3.208 -0.111 -0.001 -0.153
H -7.800 -0.237 -3.764 0.084 -0.053 0.090
H -7.438 -1.701 -2.819 -0.096 0.027 -0.073
H -6.387 -1.114 -5.642 0.060 -0.227 0.095
H -7.695 -2.252 -5.263 -0.084 0.188 -0.068
H -6.184 -3.399 -3.961 0.196 0.285 -0.412
C 3.217 8.811 -4.842 0.053 0.066 -0.224
C 2.747 7.510 -4.224 -0.204 0.380 0.076
O 3.699 7.051 -3.277 0.413 -0.134 0.510
H 4.186 8.675 -5.334 -0.160 -0.023 0.007
H 2.496 9.176 -5.579 0.074 0.045 0.068
H 3.355 9.578 -4.073 -0.131 -0.010 -0.044
H 2.632 6.741 -4.993 0.159 -0.022 0.201
H 1.784 7.641 -3.720 0.044 0.009 -0.304
H 3.788 7.738 -2.594 -0.026 -0.330 -0.423
C 7.762 -7.640 -1.810 0.200 -0.201 0.007
C 6.620 -6.716 -2.177 0.387 -0.158 0.245
O 5.489 -6.995 -1.364 -0.464 0.208 0.421
H 7.467 -8.686 -1.940 0.047 0.403 -0.112
H 8.640 -7.440 -2.430 -0.011 -0.016 0.098
H 8.038 -7.516 -0.757 0.078 0.192 -0.053
H 6.333 -6.858 -3.222 -0.147 0.003 0.198
H 6.902 -5.668 -2.036 0.125 0.069 -0.177
H 5.752 -6.858 -0.438 -0.112 -0.147 -0.507
C -4.385 1.649 10.620 -0.104 -0.070 0.200
C -4.212 2.902 9.789 0.165 -0.312 -0.090
O -2.920 2.918 9.199 0.228 -0.020 -0.231
H -3.623 1.599 11.405 -0.127 0.094 -0.067
H -5.374 1.623 11.086 0.061 -0.059 -0.014
H -4.264 0.753 10.002 -0.112 0.069 -0.030
H -4.312 3.794 10.415 0.152 -0.068 -0.167
H -4.962 2.953 8.994 -0.198 0.031 0.102
H -2.844 2.127 8.638 -0.061 0.350 0.097
C 6.217 0.148 -7.352 0.012 0.104 -0.209
C 5.747 -1.152 -6.734 0.058 0.391 0.096
O 6.699 -1.611 -5.786 0.354 0.109 0.184
H 7.186 0.012 -7.843 -0.162 -0.037 0.000
H 5.496 0.513 -8.088 0.087 0.041 0.059
H 6.355 0.915 -6.583 -0.124 -0.029 -0.061
H 5.632 -1.922 -7.503 0.066 -0.018 0.297
H 4.784 -1.021 -6.229 -0.152 -0.011 -0.163
H 6.788 -0.924 -5.103 0.052 -0.310 -0.392
C 6.724 -12.792 -2.637 0.112 -0.232 -0.029
C 6.912 -11.470 -1.922 -0.266 -0.205 -0.169
O 6.709 -10.395 -2.828 -0.344 0.034 -0.318
H 7.426 -12.880 -3.473 -0.031 0.029 0.180
H 6.882 -13.631 -1.954 -0.058 0.019 -0.099
H 5.716 -12.865 -3.058 0.028 -0.034 0.138
H 7.927 -11.392 -1.522 -0.128 0.169 -0.128
H 6.205 -11.369 -1.093 0.091 -0.128 0.139
H 5.802 -10.469 -3.171 0.481 0.077 0.171
C -0.703 10.405 -2.368 0.026 0.241 -0.008
C -1.086 9.222 -3.233 -0.005 0.138 0.310
O -0.206 8.136 -2.986 -0.005 -0.366 0.302
H 0.327 10.714 -2.574 -0.162 -0.026 -0.068
H -1.369 11.253 -2.550 0.078 -0.040 0.087
H -0.750 10.141 -1.307 -0.116 0.041 -0.060
H -1.016 9.484 -4.293 0.076 -0.212 0.132
H -2.111 8.899 -3.024 -0.098 0.159 -0.112
H -0.282 7.905 -2.044 0.071 0.077 -0.458
C 6.915 -2.426 -10.332 -0.152 0.096 -0.222
C 7.989 -3.456 -10.051 -0.143 0.206 0.255
O 8.982 -2.902 -9.201 0.101 0.094 0.317
H 7.348 -1.538 -10.806 -0.022 -0.171 0.002
H 6.143 -2.836 -10.990 -0.007 0.084 0.068
H 6.444 -2.092 -9.402 -0.006 -0.122 -0.124
H 8.471 -3.770 -10.981 0.087 0.067 0.228
H 7.566 -4.341 -9.566 -0.107 -0.094 -0.175
H 8.545 -2.634 -8.375 0.266 -0.148 -0.370
C -6.785 -4.418 7.934 0.077 -0.094 0.152
C -6.612 -3.164 7.102 -0.660 -0.180 0.240
O -5.320 -3.148 6.512 0.956 0.150 -1.057
H -6.023 -4.467 8.719 -0.156 0.093 -0.070
H -7.774 -4.443 8.399 0.122 -0.029 -0.073
H -6.664 -5.313 7.315 -0.142 0.058 0.013
H -6.712 -2.272 7.728 0.211 -0.071 -0.201
H -7.362 -3.113 6.307 -0.115 0.051 0.120
H -5.244 -3.940 5.951 -0.046 0.155 0.454
C -4.007 -2.304 11.052 0.103 0.038 -0.238
C -4.574 -1.571 12.250 0.100 -0.316 0.024
O -5.506 -2.400 12.929 -0.074 -0.281 0.200
H -4.808 -2.594 10.364 0.048 0.121 0.072
H -3.290 -1.676 10.515 0.001 -0.107 0.000
H -3.505 -3.225 11.363 0.068 0.125 -0.006
H -5.093 -0.662 11.933 -0.051 -0.222 0.190
H -3.781 -1.289 12.949 0.093 0.172 -0.134
H -5.033 -3.200 13.214 -0.291 0.434 -0.109
C -6.956 2.502 -2.298 0.155 -0.007 0.256
C -6.924 3.394 -3.522 -0.300 -0.216 0.132
O -7.364 2.669 -4.662 -0.249 -0.164 -0.228
H -6.316 1.626 -2.444 -0.023 0.192 0.013
H -6.616 3.044 -1.411 -0.042 -0.097 0.000
H -7.970 2.130 -2.116 0.028 0.107 0.036
H -5.906 3.746 -3.713 -0.171 -0.093 -0.168
H -7.572 4.266 -3.389 0.136 0.113 0.140
H -8.271 2.368 -4.485 0.478 0.193 -0.139
```
Positions in Å, forces in eV/Å.

electronic energy = -103666.3645 eV
spin multiplicity = 1
total charge = +1
M = 1095.0 g mol⁻¹
relative energy (zero: lowest compared OMol25 entry of this formula, charge and spin) = 8.131 eV

***

(3)
ORCA calculation (ωB97M-V/def2-TZVPD) on C14H35NP2RuS2 as an isolated structure.

XYZ file:
```
55
Properties=species:S:1:pos:R:3:forces:R:3
Ru -0.268 0.370 -0.028 -2.516 -2.257 -2.827
S -0.799 -2.824 -0.649 -0.186 -0.356 -0.113
S -1.070 2.400 -0.850 0.289 1.834 -1.310
C 0.140 -4.375 -0.813 0.307 0.035 0.315
C -1.227 -2.609 -2.398 -0.073 0.263 0.025
C -0.505 -1.420 -3.000 -0.052 0.059 -0.084
N -0.914 -0.163 -2.307 -0.639 -0.200 -1.106
C -0.591 1.000 -3.172 -0.077 -0.117 0.193
C -1.351 2.194 -2.642 -0.253 -0.002 -0.197
H -2.318 -2.471 -2.436 0.253 -0.103 -0.197
H -0.963 -3.526 -2.936 -0.172 0.168 0.153
H -0.767 -1.357 -4.070 0.099 0.021 0.298
H 0.585 -1.503 -2.927 -0.200 -0.125 -0.029
H -0.887 0.803 -4.215 0.098 0.124 0.267
H 0.496 1.144 -3.147 -0.155 0.098 -0.066
H -2.436 2.064 -2.761 0.238 0.081 -0.060
H -1.044 3.122 -3.131 -0.204 -0.084 0.076
C 0.369 3.511 -0.957 0.134 0.312 0.032
H -1.939 -0.196 -2.236 0.292 0.001 -0.189
H 1.252 2.956 -1.297 -0.234 0.251 0.041
H 0.544 3.962 0.025 0.010 -0.078 -0.301
H 0.103 4.297 -1.676 0.159 -0.139 0.278
H 0.659 -4.556 0.134 -0.110 -0.073 -0.202
H 0.865 -4.328 -1.634 -0.175 0.067 0.190
H -0.582 -5.180 -0.993 0.109 0.195 0.062
C -2.758 -0.092 0.199 0.045 -0.600 2.388
C -2.161 -0.328 1.454 -1.867 0.356 -1.762
H -3.007 -0.926 -0.457 0.387 0.172 0.006
H -3.246 0.869 0.022 0.098 -0.304 0.001
H -1.854 -1.336 1.749 0.025 0.280 -0.143
H -2.340 0.402 2.251 0.251 -0.273 -0.423
C -0.035 0.696 3.652 -0.112 -0.131 0.074
P 0.016 1.454 1.968 0.869 2.387 4.540
C -0.799 3.047 2.354 -0.085 0.277 -0.134
C 1.847 1.789 1.847 -0.433 0.368 -0.272
C 2.573 0.466 1.600 0.315 -0.439 -0.140
P 1.466 -0.794 0.812 3.330 -1.574 1.160
C 2.437 -1.501 -0.531 0.352 -0.306 -0.338
C 1.302 -2.116 2.053 -0.388 -0.310 0.010
H -1.003 0.213 3.813 0.215 0.047 0.148
H 0.082 1.493 4.403 0.002 -0.184 -0.305
H 0.758 -0.040 3.815 -0.200 0.296 -0.054
H -0.199 3.606 3.090 -0.196 -0.218 -0.230
H -0.955 3.671 1.464 -0.005 -0.139 0.409
H -1.784 2.834 2.795 0.242 0.082 -0.094
H 2.005 2.503 1.025 0.146 -0.211 0.267
H 2.174 2.269 2.779 -0.142 -0.046 -0.239
H 3.422 0.600 0.918 -0.111 0.028 0.252
H 2.970 0.032 2.531 -0.096 0.172 -0.272
H 3.336 -1.969 -0.110 -0.037 0.132 -0.178
H 1.845 -2.257 -1.065 0.290 0.283 0.201
H 2.724 -0.700 -1.224 0.050 -0.236 0.076
H 2.231 -2.705 2.051 -0.184 0.207 -0.004
H 1.139 -1.714 3.059 0.056 -0.197 -0.352
H 0.464 -2.779 1.800 0.238 0.108 0.163
```
Positions in Å, forces in eV/Å.

electronic energy = -59374.8231 eV
spin multiplicity = 6
total charge = +3
M = 444.6 g mol⁻¹

***

(4)
ORCA calculation (ωB97M-V/def2-TZVPD) on C3AuLiO3 as an isolated structure.

XYZ file:
```
8
Properties=species:S:1:pos:R:3:forces:R:3
C 0.187 0.568 -0.693 -1.888 -0.122 -2.295
C 1.405 0.628 -1.248 5.048 1.058 -3.061
O 2.374 0.765 -1.830 -2.155 -0.373 1.469
O -0.742 -0.733 -0.435 3.845 7.362 1.004
C -0.730 0.397 0.319 3.506 2.214 6.000
O -0.409 0.598 1.462 -3.196 -0.293 -1.573
Au -1.492 -2.212 -0.899 -5.120 -9.989 -3.340
Li -0.593 -0.011 3.325 -0.041 0.143 1.796
```
Positions in Å, forces in eV/Å.

electronic energy = -13081.8471 eV
spin multiplicity = 3
total charge = +4
M = 287.9 g mol⁻¹

***

(5)
ORCA calculation (ωB97M-V/def2-TZVPD) on one molecule with the formula C3H7N3O2.

XYZ file:
```
15
Properties=species:S:1:pos:R:3:forces:R:3
O 0.813 1.981 0.468 -0.810 0.687 -0.040
C 0.373 0.879 0.310 2.095 -2.373 0.803
N 1.363 -0.185 0.398 -0.114 0.137 -0.268
C 1.504 -1.258 -0.529 -2.202 0.661 -0.526
N 0.316 -1.961 -0.669 0.549 -0.003 0.244
O 2.468 -1.377 -1.232 0.573 -0.565 0.255
C -1.082 0.481 0.170 -0.431 1.431 -1.039
N -1.913 1.619 0.510 -0.504 0.716 0.543
H 2.283 0.219 0.526 -0.101 0.259 -0.021
H -0.348 -1.918 0.082 0.117 -0.108 0.068
H 0.282 -2.795 -1.228 0.301 0.057 -0.132
H -1.458 -0.353 0.766 0.689 -0.087 0.050
H -1.220 0.220 -0.905 -0.096 0.059 0.701
H -1.627 2.017 1.408 -0.144 -0.594 -0.022
H -1.753 2.429 -0.074 0.078 -0.277 -0.615
```
Positions in Å, forces in eV/Å.

electronic energy = -11790.4422 eV
spin multiplicity = 1
structure (SMILES) = NCC(=O)NC(N)=O
M = 117.1 g mol⁻¹
relative energy (zero: lowest compared OMol25 entry of this formula, charge and spin) = 0.871 eV

***

(6)
ORCA calculation (ωB97M-V/def2-TZVPD) on a 2-piece molecular cluster, C2H7OS overall.

XYZ file:
```
11
Properties=species:S:1:pos:R:3:forces:R:3
O -4.043 2.021 -0.400 -0.405 1.105 0.654
H -3.179 2.141 -0.798 -0.117 -0.727 -0.211
C 1.737 -0.623 -0.531 -0.720 1.147 -0.831
C 1.280 -0.846 0.907 1.041 -0.404 -0.274
S -0.106 0.064 1.475 -0.638 0.085 0.126
H 1.381 0.345 -0.921 0.115 0.008 0.509
H 2.818 -0.560 -0.630 0.077 -0.536 -0.044
H 1.271 -1.291 -1.263 0.421 -0.444 0.366
H 2.070 -0.509 1.592 0.054 0.075 -0.001
H 1.232 -1.918 1.117 -0.360 0.073 0.137
H -4.459 1.177 -0.550 0.532 -0.383 -0.430
```
Positions in Å, forces in eV/Å.

electronic energy = -15068.6465 eV
spin multiplicity = 2
M = 79.1 g mol⁻¹
relative energy (zero: lowest compared OMol25 entry of this formula, charge and spin) = 0.268 eV